1.
2 unconnected molecules or ions with the total composition C8H22NSSi at a distorted geometry. Source: OMol25; level of theory: ωB97M-V with the def2-TZVPD basis set.

Output
HOMO energy in eV: -12.2
Frontier orbital gap in eV: 7.2035
LUMO in eV: -4.99
Molecular weight in g mol⁻¹: 192.4
Relative energy (zero: lowest compared OMol25 entry of this formula, charge and spin) in kJ/mol: 0.0

```
! wB97M-V def2-TZVPD RIJCOSX def2/J DEFGRID3
* xyz 1 1
S 0.543 -1.852 -2.319
Si 1.578 0.369 -0.307
N -2.375 -3.005 0.319
C 0.722 1.717 0.733
C 2.442 1.048 -1.859
C -0.782 3.745 0.783
C -3.532 -2.235 0.675
C -1.175 -2.783 0.781
C -0.320 2.541 -0.029
C 0.135 -0.794 -0.932
C 2.714 -0.751 0.728
H -1.184 1.916 -0.267
H -2.500 -3.647 -0.459
H 0.053 4.411 0.983
H -1.072 -2.179 1.669
H -0.270 -1.468 -0.120
H 2.090 2.046 -2.106
H 2.278 0.426 -2.734
H -1.204 3.427 1.735
H -3.329 -1.634 1.560
H 1.759 -2.220 -1.915
H -0.381 -3.462 0.512
H -1.540 4.304 0.239
H -3.820 -1.575 -0.146
H 3.600 -0.199 1.026
H 3.514 1.114 -1.701
H 3.056 -1.620 0.172
H 0.251 1.294 1.624
H -4.370 -2.901 0.875
H 1.496 2.395 1.098
H -0.717 -0.211 -1.280
H 0.099 2.890 -0.974
H 2.242 -1.107 1.638
*
```



2.
A molecular structure, C8H22O3P2V at a distorted geometry. Source: OMol25; level of theory: ωB97M-V with the def2-TZVPD basis set.

Output
HOMO energy (alpha / beta) in eV: -15.4 / -15.4
Frontier orbital gap (alpha / beta) in eV: 4.2155 / 4.9443
LUMO (alpha / beta) in eV: -11.16 / -10.43
Molecular weight in g mol⁻¹: 279.2

```
! wB97M-V def2-TZVPD RIJCOSX def2/J DEFGRID3
* xyz 2 2
V 0.723 0.042 -0.408
P -0.039 -2.234 -0.557
P 0.095 2.218 -0.742
O 3.229 -0.146 1.512
O 0.089 1.807 4.270
O 1.431 1.523 2.321
C -1.261 2.890 0.333
C 1.594 3.115 -0.173
C -0.163 -2.548 -2.363
C 0.583 1.169 3.355
C 2.284 0.059 0.772
C -0.452 2.724 -2.434
C -1.508 -3.113 0.194
C 1.412 -3.200 0.053
H 1.911 2.996 0.873
H -0.497 3.809 -2.585
H -1.419 3.959 0.156
H -0.190 -3.633 -2.496
H 2.307 -2.759 -0.399
H 0.231 0.122 3.352
H -1.573 -2.994 1.290
H 0.164 2.254 -3.215
H -2.460 -2.683 -0.157
H -1.089 -2.073 -2.708
H -3.150 0.247 2.748
H -2.191 2.361 0.091
H 0.663 -2.070 -2.906
H 2.355 2.662 -0.803
H 1.565 -3.132 1.141
H 1.364 4.126 -0.478
H -1.445 2.284 -2.598
H -1.172 2.758 1.419
H -2.672 -0.447 2.772
H 1.304 -4.247 -0.242
H 1.100 0.390 -1.752
H -1.539 -4.200 -0.024
*
```



3.
A molecular structure, C8H23BrMnNO5 at a distorted geometry. Source: OMol25; level of theory: ωB97M-V with the def2-TZVPD basis set.

Output
HOMO energy (alpha / beta) in eV: -10.8 / -10.8
Frontier orbital gap (alpha / beta) in eV: 2.2010 / 2.3034
LUMO (alpha / beta) in eV: -8.55 / -8.45
Molecular weight in g mol⁻¹: 348.1

```
! wB97M-V def2-TZVPD RIJCOSX def2/J DEFGRID3
* xyz 1 6
Br -15.656 20.415 14.690
Mn -14.053 22.070 13.384
O -18.557 19.813 16.517
O -17.093 16.861 14.567
O -12.195 17.689 16.427
O -18.558 23.154 18.353
O -17.718 17.606 11.880
N -10.171 14.657 16.813
C -18.029 21.946 17.713
C -18.394 16.886 14.067
C -19.002 21.165 16.810
C -10.987 17.011 16.358
C -13.036 17.599 15.278
C -18.551 17.926 12.968
C -11.620 15.717 18.445
C -11.248 15.615 16.954
H -10.756 16.004 19.044
H -9.257 14.964 17.113
H -16.886 17.440 12.328
H -19.591 17.855 12.650
H -19.120 21.709 15.873
H -19.324 22.863 18.853
H -12.292 16.555 18.631
H -10.425 13.860 17.379
H -10.662 16.764 15.348
H -16.609 17.669 14.752
H -19.061 17.144 14.889
H -13.482 16.610 15.165
H -13.688 18.416 15.587
H -17.630 21.298 18.493
H -18.730 15.900 13.745
H -11.941 14.785 18.910
H -17.769 19.889 15.973
H -12.556 17.894 14.345
H -17.126 22.260 17.190
H -18.482 18.950 13.338
H -19.961 21.148 17.328
H -10.164 17.608 16.749
H -12.163 15.234 16.499
*
```



4.
A molecular structure, C8H23FeN6O6 at a distorted geometry. Source: OMol25; level of theory: ωB97M-V with the def2-TZVPD basis set.

Output
HOMO energy (alpha / beta) in eV: -3.5 / -2.9
Frontier orbital gap (alpha / beta) in eV: 5.9164 / 5.3819
LUMO (alpha / beta) in eV: 2.43 / 2.43
Molecular weight in g mol⁻¹: 355.2
Relative energy (zero: lowest compared OMol25 entry of this formula, charge and spin) in kJ/mol: 67.9

```
! wB97M-V def2-TZVPD RIJCOSX def2/J DEFGRID3
* xyz -1 5
Fe 0.170 -0.932 -0.422
O 1.711 0.286 -1.106
O -2.948 3.709 -1.312
O -1.927 -0.780 -0.274
O 0.035 0.071 1.555
O 1.143 -2.324 0.670
O -0.203 -2.332 -1.971
N 1.248 -3.392 2.654
N 0.144 1.722 3.086
N -1.900 1.068 2.271
N -3.783 1.534 -1.433
N -1.656 1.931 -0.733
N 2.772 -3.847 1.004
C 3.580 1.603 -1.967
C 1.701 -3.126 1.415
C -0.546 0.866 2.281
C 1.996 2.593 -0.285
C -2.450 -1.956 -0.842
C -2.813 2.480 -1.227
C 2.139 1.540 -1.407
C -1.582 -2.544 -2.018
H -2.301 1.691 2.937
H 2.999 -3.823 0.025
H 2.262 3.594 -0.640
H -3.449 -1.767 -1.265
H 2.754 2.417 0.494
H 1.146 1.743 3.096
H -4.708 1.754 -1.739
H 3.886 2.645 -2.115
H -1.678 0.954 -0.459
H -1.768 -3.635 -2.040
H -3.482 0.595 -1.175
H -2.571 -2.736 -0.077
H 0.475 -2.863 3.018
H 3.545 1.213 -2.989
H -0.817 2.473 -0.807
H 3.135 -4.572 1.588
H -2.403 0.569 1.549
H 1.458 1.942 -2.181
H -0.360 2.237 3.781
H 1.027 2.629 0.214
H 4.353 1.082 -1.404
H -1.974 -2.221 -3.000
H 1.642 -4.091 3.251
*
```